No. 1
{"formula": "C28H52ClHgO2Si2", "method": "ωB97M-V/def2-TZVPD", "symbols": ["Hg", "Cl", "C", "C", "C", "C", "C", "C", "C", "O", "O", "H", "H", "H", "H", "C", "Si", "C", "C", "C", "C", "C", "C", "C", "C", "H", "H", "H", "H", "H", "H", "H", "H", "H", "H", "H", "H", "H", "H", "H", "H", "H", "H", "H", "H", "H", "C", "C", "C", "C", "Si", "C", "C", "C", "C", "C", "C", "C", "C", "H", "H", "H", "H", "H", "H", "H", "H", "H", "H", "H", "H", "H", "H", "H", "H", "H", "H", "H", "H", "H", "H", "H", "H", "H", "H", "H"], "coordinates": [[-0.165, -0.180, 0.244], [-2.336, -0.351, 6.635], [-2.238, -1.152, 5.083], [-1.012, -1.258, 4.457], [-0.941, -1.958, 3.261], [-2.078, -2.533, 2.707], [-3.301, -2.374, 3.340], [-3.394, -1.679, 4.536], [-1.975, -3.419, 1.432], [-2.783, -4.357, 1.388], [-1.085, -3.120, 0.624], [-0.126, -0.826, 4.900], [0.007, -2.090, 2.759], [-4.178, -2.807, 2.881], [-4.338, -1.560, 5.050], [3.895, -1.320, 1.373], [3.061, -0.230, -0.014], [3.554, -1.212, -1.660], [2.894, -0.576, -2.882], [2.974, -2.616, -1.497], [5.051, -1.342, -1.938], [4.059, 1.477, 0.153], [3.917, 2.338, -1.102], [3.396, 2.225, 1.310], [5.546, 1.331, 0.478], [4.944, -1.554, 1.190], [3.358, -2.259, 1.470], [3.830, -0.823, 2.338], [1.823, -0.476, -2.719], [3.052, -1.194, -3.772], [3.299, 0.414, -3.081], [1.925, -2.562, -1.213], [3.504, -3.163, -0.720], [3.050, -3.185, -2.429], [5.495, -0.370, -2.149], [5.228, -1.986, -2.807], [5.570, -1.781, -1.087], [2.867, 2.482, -1.347], [4.408, 1.870, -1.954], [4.369, 3.324, -0.957], [2.348, 2.415, 1.082], [3.890, 3.183, 1.503], [3.428, 1.634, 2.225], [6.062, 0.768, -0.297], [5.680, 0.817, 1.427], [6.026, 2.313, 0.559], [-2.162, 4.979, -1.728], [-1.222, 3.906, -1.178], [-0.546, 3.215, -2.361], [-0.091, 4.595, -0.414], [-2.072, 2.501, -0.034], [-3.770, 1.879, -0.882], [-4.947, 2.856, -0.844], [-3.507, 1.514, -2.343], [-4.208, 0.578, -0.208], [-2.434, 3.291, 1.756], [-3.446, 2.432, 2.516], [-2.936, 4.738, 1.785], [-1.129, 3.205, 2.552], [-1.614, 5.709, -2.334], [-2.658, 5.517, -0.925], [-2.918, 4.530, -2.368], [0.022, 3.936, -2.957], [-1.264, 2.734, -3.015], [0.139, 2.452, -2.002], [0.425, 5.319, -1.052], [0.640, 3.859, -0.086], [-0.444, 5.134, 0.459], [-4.691, 3.804, -1.311], [-5.259, 3.056, 0.177], [-5.809, 2.442, -1.378], [-3.384, 2.399, -2.964], [-4.343, 0.937, -2.748], [-2.612, 0.902, -2.420], [-4.541, 0.735, 0.813], [-3.387, -0.138, -0.179], [-5.031, 0.118, -0.762], [-4.433, 2.483, 2.061], [-3.547, 2.776, 3.551], [-3.119, 1.396, 2.540], [-3.846, 4.850, 1.199], [-2.186, 5.422, 1.395], [-3.159, 5.053, 2.811], [-0.825, 2.164, 2.645], [-1.261, 3.618, 3.556], [-0.315, 3.735, 2.068]], "forces_ev_per_a": [[0.25, 0.53, -0.14], [-0.01, 0.19, 0.22], [-0.07, 0.04, 0.03], [0.05, -0.12, -0.05], [-0.13, 0.00, 0.03], [0.17, -0.36, -0.48], [-0.04, 0.13, 0.10], [0.05, -0.01, -0.06], [0.09, 0.30, 0.40], [-0.67, -0.47, 0.05], [0.53, 0.30, -0.25], [0.01, 0.04, 0.06], [0.05, 0.04, -0.13], [0.00, -0.13, 0.02], [-0.04, 0.03, 0.01], [-0.24, 0.27, -0.37], [-0.23, -0.16, 0.15], [0.15, 0.12, 0.00], [-0.02, 0.06, 0.22], [-0.03, 0.18, 0.20], [-0.17, 0.14, 0.16], [0.05, -0.03, -0.06], [-0.03, -0.24, 0.10], [-0.09, -0.17, -0.11], [-0.23, -0.13, -0.07], [0.22, 0.00, -0.08], [-0.14, -0.16, 0.00], [-0.02, 0.14, 0.16], [-0.18, 0.05, -0.05], [0.03, -0.08, -0.11], [-0.01, 0.12, -0.09], [-0.19, -0.12, 0.04], [0.02, -0.15, 0.08], [0.05, -0.04, -0.13], [0.13, 0.10, -0.04], [0.03, -0.09, -0.12], [0.14, -0.04, 0.10], [-0.18, 0.04, -0.13], [0.07, 0.00, -0.15], [0.05, 0.13, 0.06], [-0.16, 0.06, 0.05], [0.10, 0.13, 0.01], [-0.01, -0.02, 0.17], [0.17, -0.09, -0.05], [0.11, -0.12, 0.11], [0.04, 0.13, 0.01], [0.00, -0.20, 0.14], [-0.13, -0.02, 0.04], [-0.09, -0.14, 0.09], [-0.15, -0.08, 0.13], [0.30, -0.42, 0.00], [0.00, 0.17, 0.12], [0.20, 0.04, 0.07], [0.18, 0.16, 0.09], [0.23, -0.02, 0.13], [-0.08, 0.02, -0.09], [0.01, 0.04, -0.20], [0.09, -0.17, -0.18], [0.02, -0.10, -0.15], [0.13, 0.10, -0.07], [-0.16, 0.14, 0.08], [-0.18, 0.02, -0.09], [0.08, 0.15, -0.06], [-0.09, -0.11, -0.17], [0.17, -0.18, -0.02], [0.05, 0.04, -0.18], [0.17, -0.08, 0.12], [0.00, 0.10, 0.13], [-0.03, 0.19, -0.07], [-0.08, 0.08, 0.14], [-0.13, -0.09, -0.07], [0.07, 0.10, -0.14], [-0.13, -0.04, -0.01], [0.16, -0.13, -0.12], [-0.06, -0.03, 0.16], [0.07, -0.12, 0.03], [-0.15, 0.01, -0.09], [-0.13, -0.07, -0.01], [0.08, 0.07, 0.11], [-0.05, -0.25, 0.03], [-0.14, 0.09, -0.09], [-0.01, 0.16, -0.08], [-0.01, -0.01, 0.15], [0.09, -0.11, 0.06], [-0.05, 0.07, 0.16], [0.15, 0.09, 0.00]], "lowdin_spin": [0.23, 0.00, 0.00, 0.00, 0.01, 0.01, 0.00, 0.00, 0.01, 0.00, 0.05, 0.00, 0.01, 0.00, 0.00, 0.02, 0.17, 0.02, 0.00, 0.00, 0.01, 0.04, 0.00, 0.00, 0.01, 0.00, 0.00, 0.00, 0.00, 0.00, 0.00, 0.00, 0.00, 0.00, 0.00, 0.00, 0.00, 0.00, 0.00, 0.00, 0.00, 0.00, 0.00, 0.00, 0.00, 0.00, 0.01, 0.04, 0.00, 0.00, 0.23, 0.03, 0.01, 0.00, 0.00, 0.04, 0.00, 0.01, 0.00, 0.00, 0.00, 0.00, 0.00, 0.00, 0.00, 0.00, 0.00, 0.00, 0.00, 0.00, 0.00, 0.00, 0.00, 0.00, 0.00, 0.00, 0.00, 0.00, 0.00, 0.00, 0.00, 0.00, 0.00, 0.00, 0.00, 0.00], "spin_multiplicity": 2, "e_homo_ev": [0.246, -0.505], "s_squared": 0.7665, "lumo_energy_ev": [4.355, 4.351], "orbital_gap_ev": [4.1085, 4.8556], "total_charge": -2}

***

No. 2
{"formula": "CH2Br3PS", "method": "ωB97M-V/def2-TZVPD", "symbols": ["C", "P", "S", "Br", "Br", "Br", "H", "H"], "coordinates": [[-0.185, -0.122, -0.582], [-0.213, -2.927, 0.769], [-0.461, -4.654, -0.155], [-2.035, -0.093, -1.019], [1.455, -3.274, 2.172], [-1.902, -2.495, 2.383], [0.164, 0.903, -0.395], [0.475, -0.919, -1.073]], "forces_ev_per_a": [[0.23, -0.54, -1.12], [-1.02, -1.10, 0.92], [-0.16, 1.09, 0.18], [0.95, -0.30, 0.19], [0.29, 0.32, 0.07], [0.84, -0.19, -1.08], [0.13, -0.80, 0.15], [-1.24, 1.52, 0.69]], "mulliken_charge": [-0.64, 0.40, -0.18, -0.02, -0.12, -0.14, 0.31, 0.38], "spin_multiplicity": 1, "e_homo_ev": [-9.526, -9.049], "lumo_energy_ev": [-1.001, -3.294], "relative_energy_ev": 3.0135, "orbital_gap_ev": [8.5251, 5.7552]}

***

No. 3
{"formula": "C5H8N4O4", "method": "ωB97M-V/def2-TZVPD", "symbols": ["C", "C", "C", "C", "C", "N", "N", "N", "N", "O", "O", "O", "O", "H", "H", "H", "H", "H", "H", "H", "H"], "coordinates": [[-0.639, 0.646, 1.816], [0.546, -0.041, 1.954], [0.003, -0.047, -0.271], [-1.882, 1.578, -0.150], [1.876, -1.531, 0.439], [-1.041, 0.609, 0.498], [1.005, -0.421, 0.713], [-1.351, 1.359, 2.814], [1.209, -0.396, 3.157], [-0.703, 1.835, 3.721], [0.518, -0.567, 4.138], [-2.554, 1.472, 2.665], [2.417, -0.539, 3.104], [-0.397, -0.935, -0.793], [0.433, 0.636, -1.026], [-2.333, 1.112, -1.025], [-2.673, 1.881, 0.533], [-1.312, 2.458, -0.468], [2.368, -1.356, -0.517], [2.634, -1.593, 1.217], [1.322, -2.475, 0.387]], "forces_ev_per_a": [[1.53, -0.99, -0.22], [-1.52, 0.86, -0.60], [0.01, -0.06, -0.36], [-0.08, 0.24, -0.06], [0.09, -0.25, 0.02], [-0.06, -0.18, 0.34], [0.04, 0.28, 0.26], [0.06, 0.22, 0.34], [-0.07, -0.10, 0.39], [-0.07, 0.13, 0.12], [0.06, -0.09, 0.16], [-0.26, -0.06, 0.08], [0.26, 0.09, 0.07], [0.13, 0.06, -0.01], [-0.13, -0.06, 0.01], [-0.03, 0.04, -0.04], [0.06, -0.01, -0.19], [-0.01, 0.04, -0.06], [0.03, -0.04, -0.02], [-0.06, -0.05, -0.19], [0.01, -0.05, -0.05]], "mulliken_charge": [0.16, 0.17, -0.75, -1.03, -1.03, 0.07, 0.08, 0.98, 0.98, -0.55, -0.55, -0.62, -0.62, 0.32, 0.33, 0.34, 0.34, 0.35, 0.34, 0.34, 0.35], "spin_multiplicity": 1, "e_homo_ev": -7.865, "smiles": "CN1CN(C)C([N+](=O)[O-])=C1[N+](=O)[O-]", "lumo_energy_ev": -1.172, "relative_energy_ev": 3.9508, "orbital_gap_ev": 6.6930}

***

Number 1: electronic energy -66428.1577 eV. Number 2: electronic energy -231319.3272 eV. Number 3: electronic energy -19457.6414 eV.